A:
The following is a DFT calculation (wB97M-V/def2-TZVPD) of an isolated molecule of C7H10O.

The highest occupied orbital energy comes out at -8.74 eV. As for the frontier orbital gap: 9.87 eV. The structure (SMILES) is C1[C@@H]2C[C@@H]2O[C@@H]2C[C@H]12. The LUMO energy is 0.0413 Ha.

```
! RIJCOSX wB97M-V def2-TZVPD def2/J DEFGRID3
* xyz 0 1
C 0.076 1.623 -0.042
C -1.358 0.747 -0.402
C -1.889 0.023 0.710
C -1.261 -0.926 -0.305
O -0.111 -1.427 -0.041
C 1.095 -0.688 -0.390
C 2.065 -0.184 0.637
C 1.450 0.742 -0.335
H -0.004 2.561 -0.310
H -0.256 1.560 1.011
H -2.056 1.268 -1.026
H -1.322 0.064 1.808
H -3.046 0.089 0.992
H -1.953 -1.352 -1.270
H 1.455 -1.323 -1.182
H 3.135 -0.514 0.545
H 1.973 -0.308 1.719
H 1.896 1.351 -1.197
*
```

=====

B:
The following is a DFT calculation (wB97M-V/def2-TZVPD) of a 2-piece molecular cluster, C7H10O overall.

The highest occupied orbital energy (alpha / beta) comes out at -7.22 / -8.39 eV. As for the frontier orbital gap (alpha / beta): 7.49 / 8.70 eV. The LUMO energy (alpha / beta) is 0.0099 / 0.0115 Ha.

```
! RIJCOSX wB97M-V def2-TZVPD def2/J DEFGRID3
* xyz 0 1
C 0.906 -1.158 2.804
C 0.648 -0.200 2.113
C -0.246 -0.759 -1.574
C 0.772 -0.480 -0.808
C -0.255 -1.303 -2.976
C -1.106 1.376 1.415
C 0.314 1.052 1.461
O 1.271 1.998 1.527
H 1.061 -2.200 3.015
H -1.236 -0.642 -1.197
H 1.822 -0.595 -1.024
H -0.310 -0.478 -3.827
H -1.111 -1.980 -3.035
H 0.792 -1.745 -3.062
H -1.512 1.759 2.361
H -1.698 0.403 1.203
H -1.379 2.194 0.589
H 1.267 2.757 1.014
*
```

=====

C:
The following is a DFT calculation (wB97M-V/def2-TZVPD) of an isolated molecule of C7H10O.

The highest occupied orbital energy comes out at -9.04 eV. As for the frontier orbital gap: 9.94 eV. The structure (SMILES) is O=C1[C@H]2CC[C@@H]1CC2. The LUMO energy is 0.0330 Ha.

```
! RIJCOSX wB97M-V def2-TZVPD def2/J DEFGRID3
* xyz 0 1
O -2.567 -0.585 -0.309
C -1.305 -0.411 -0.296
C -0.742 -0.001 1.067
C -0.265 1.435 0.467
C 0.287 1.111 -0.938
C -0.016 -0.414 -1.253
C 0.881 -1.173 -0.399
C 0.603 -0.718 1.016
H -1.344 -0.349 1.969
H -1.436 1.846 0.352
H 0.396 1.956 1.151
H -0.259 1.746 -1.701
H 1.362 1.323 -0.786
H -0.216 -0.696 -2.143
H 1.876 -0.881 -0.646
H 0.891 -2.464 -0.530
H 0.314 -1.645 1.597
H 1.539 -0.080 1.380
*
```

=====

D:
The following is a DFT calculation (wB97M-V/def2-TZVPD) of C7H10O as an isolated structure.

The highest occupied orbital energy comes out at -8.89 eV. As for the frontier orbital gap: 9.77 eV. The LUMO energy is 0.0325 Ha.

```
! RIJCOSX wB97M-V def2-TZVPD def2/J DEFGRID3
* xyz 0 1
C 1.821 1.091 1.292
C 0.826 0.110 1.402
C 0.030 -0.359 0.246
C 0.256 -1.493 -0.622
C -1.351 -0.081 -1.081
C -1.420 -0.092 0.355
C -0.147 0.828 -0.853
H 2.133 1.569 2.478
H 2.252 1.219 -0.009
H 0.639 -0.254 2.715
H 1.255 -1.745 -1.033
H -0.110 -2.713 -0.445
H -2.159 0.200 -1.678
H -2.388 -0.823 0.590
H -1.456 1.081 0.600
H -0.324 1.880 -0.691
H 0.791 0.697 -1.584
O -0.647 -1.117 -1.683
*
```

=====

Least stable: D

=====

A:
The following is a DFT calculation (wB97M-V/def2-TZVPD) of C7H10O as an isolated structure.

The highest occupied orbital energy comes out at -8.20 eV. As for the frontier orbital gap: 8.93 eV. The LUMO energy is 0.0270 Ha.

```
! RIJCOSX wB97M-V def2-TZVPD def2/J DEFGRID3
* xyz 0 1
C -0.025 0.943 2.253
C -1.252 -1.598 0.306
C 0.072 0.242 1.132
C -0.875 -0.331 0.241
C 1.796 0.054 0.077
C -1.389 0.558 -0.897
C 1.712 -0.056 -1.396
O 2.762 0.211 0.699
H 0.743 1.289 2.936
H -1.020 0.984 2.765
H -2.015 -1.895 -0.275
H -0.863 -2.299 0.981
H -2.473 0.417 -0.930
H -0.896 0.273 -1.813
H -1.323 1.691 -0.680
H 1.060 0.614 -1.965
H 2.760 -0.185 -1.780
H 1.225 -0.911 -1.654
*
```

=====

B:
The following is a DFT calculation (wB97M-V/def2-TZVPD) of a 2-piece molecular cluster, C7H10O overall.

The highest occupied orbital energy comes out at -9.30 eV. As for the frontier orbital gap: 10.06 eV. The structure (SMILES) is c1ccccc1.CO. The LUMO energy is 0.0280 Ha.

```
! RIJCOSX wB97M-V def2-TZVPD def2/J DEFGRID3
* xyz 0 1
C -2.164 0.886 -1.147
C -1.622 -0.122 -0.314
C -0.373 -0.731 -0.541
C 0.272 -0.208 -1.696
C -0.283 0.717 -2.560
C -1.490 1.348 -2.209
H -3.141 1.360 -0.970
H -2.127 -0.402 0.638
H 0.137 -1.412 0.078
H 1.325 -0.592 -1.934
H 0.312 1.049 -3.455
H -1.933 2.024 -2.968
C 1.919 -0.764 3.223
O 1.597 -1.114 1.841
H 2.901 -1.326 3.570
H 2.188 0.298 3.281
H 1.099 -0.893 3.895
H 1.382 -0.117 1.267
*
```

=====

Least stable: A

=====

A:
The following is a DFT calculation (wB97M-V/def2-TZVPD) of a 2-piece molecular cluster, C7H10O overall.

The highest occupied orbital energy comes out at -8.24 eV. As for the frontier orbital gap: 8.55 eV. The LUMO energy is 0.0114 Ha.

```
! RIJCOSX wB97M-V def2-TZVPD def2/J DEFGRID3
* xyz 0 1
C 0.809 -0.410 0.728
C -0.678 -0.983 0.824
C -1.137 -0.448 -0.586
C -2.015 0.405 -1.545
C -0.548 0.881 -0.768
C 0.889 0.520 -0.523
C 1.248 0.906 0.922
H 2.922 -1.212 1.451
H -1.280 -0.477 1.574
H -0.615 -2.201 0.734
H -0.334 -0.976 -1.149
H -1.973 0.205 -2.549
H -2.800 1.087 -1.080
H -0.876 1.451 0.009
H 1.553 0.100 -1.405
H 2.264 0.965 1.049
H 0.718 1.572 1.654
O 1.854 -1.384 0.661
*
```

=====

B:
The following is a DFT calculation (wB97M-V/def2-TZVPD) of an isolated molecule of C7H10O.

The highest occupied orbital energy comes out at -9.51 eV. As for the frontier orbital gap: 10.44 eV. The structure (SMILES) is O[C@]12C=CC[C@@H]1CC2. The LUMO energy is 0.0341 Ha.

```
! RIJCOSX wB97M-V def2-TZVPD def2/J DEFGRID3
* xyz 0 1
O -0.179 -0.907 1.352
C -0.156 -0.616 -0.075
C 1.156 -1.082 -0.595
C 1.990 -0.145 -0.244
C 1.357 1.183 0.348
C -0.127 0.946 -0.185
C -1.669 0.838 0.128
C -1.696 -0.600 -0.546
H 0.041 -1.935 1.372
H 1.422 -2.123 -0.910
H 3.140 -0.136 -0.093
H 1.220 1.022 1.417
H 2.008 2.003 0.024
H -0.110 1.148 -1.197
H -2.468 1.477 -0.182
H -1.860 0.839 1.189
H -2.322 -1.384 -0.125
H -1.747 -0.529 -1.679
*
```

=====

Least stable: A

=====

A:
The following is a DFT calculation (wB97M-V/def2-TZVPD) of a 2-piece molecular cluster, H2N2O2S overall.

The highest occupied orbital energy (alpha / beta) comes out at -9.37 / -9.37 eV. As for the frontier orbital gap (alpha / beta): 8.45 / 8.45 eV. The LUMO energy (alpha / beta) is -0.0337 / -0.0337 Ha.

```
! RIJCOSX wB97M-V def2-TZVPD def2/J DEFGRID3
* xyz 0 1
N 0.138 1.554 0.726
N 0.155 0.844 -0.375
O -1.212 2.724 2.585
O 0.999 -0.305 -0.389
S -1.179 1.721 1.551
H -1.387 0.418 -0.591
H 1.642 -0.041 -1.032
*
```

=====

B:
The following is a DFT calculation (wB97M-V/def2-TZVPD) of a 2-piece molecular cluster, H2N2O2S overall.

The highest occupied orbital energy comes out at -8.46 eV. As for the frontier orbital gap: 7.81 eV. The LUMO energy is -0.0239 Ha.

```
! RIJCOSX wB97M-V def2-TZVPD def2/J DEFGRID3
* xyz 0 1
N -0.690 1.197 0.059
N -1.789 1.340 -0.193
O 1.150 1.987 1.444
O 0.443 -1.524 -0.706
S 0.807 0.876 0.521
H -0.464 -1.486 -0.249
H 0.542 -2.390 -0.875
*
```

=====

C:
The following is a DFT calculation (wB97M-V/def2-TZVPD) of a 2-piece molecular cluster, H2N2O2S overall.

The highest occupied orbital energy (alpha / beta) comes out at -9.12 / -8.95 eV. As for the frontier orbital gap (alpha / beta): 7.72 / 7.57 eV. The LUMO energy (alpha / beta) is -0.0516 / -0.0506 Ha.

```
! RIJCOSX wB97M-V def2-TZVPD def2/J DEFGRID3
* xyz 0 1
N -0.102 0.109 -0.399
N -3.005 -0.972 -0.046
O -2.527 -0.835 1.034
O -4.074 -0.966 -0.495
S -0.825 -0.451 -1.839
H -0.625 -0.170 0.399
H 0.143 0.994 -0.518
*
```

=====

Least stable: A